[1]
{
  "formula": "C5H15N2",
  "method": "wB97M-V/def2-TZVPD",
  "homo_ev": -12.98,
  "e_lumo_ev": -3.3,
  "total_charge": 1,
  "de_lowest_ev": 1.2373,
  "homo_lumo_gap_ev": 9.7,
  "smiles": "C[C@H]([NH3+])CCCN",
  "symbols": ["C", "C", "N", "C", "C", "C", "N", "H", "H", "H", "H", "H", "H", "H", "H", "H", "H", "H", "H", "H", "H", "H"],
  "positions_angstrom": [[1.393, -1.143, 1.617], [0.848, -0.462, 0.379], [2.085, 0.230, -0.394], [-0.128, 0.716, 0.744], [-0.850, 1.365, -0.422], [-1.728, 0.439, -1.327], [-2.039, -0.887, -0.742], [0.614, -1.752, 2.082], [1.665, -0.493, 2.446], [2.095, -1.946, 1.413], [0.379, -1.170, -0.330], [2.672, 0.529, 0.381], [1.669, 0.915, -1.024], [2.586, -0.534, -0.843], [0.332, 1.395, 1.464], [-0.907, 0.009, 1.108], [-0.169, 1.786, -1.163], [-1.526, 2.102, 0.021], [-2.661, 0.917, -1.672], [-1.223, 0.206, -2.283], [-2.376, -1.553, -1.419], [-2.731, -0.665, -0.035]],
  "forces_ev_per_angstrom": [[-0.78, -0.99, 0.21], [0.28, 1.69, -0.10], [-1.25, -2.21, 1.27], [-0.40, -3.25, -1.00], [-0.51, -0.25, -0.74], [-0.03, -1.38, -1.06], [0.51, 1.32, 0.87], [-0.52, 0.23, -0.28], [0.54, 0.31, -0.33], [0.69, 0.38, -0.14], [0.26, 0.54, 0.32], [0.11, 0.94, -0.41], [0.73, 0.22, 0.05], [0.08, 0.37, -0.56], [-0.37, -0.10, 0.07], [0.23, 1.06, 1.03], [0.03, 0.88, 0.33], [0.46, 0.35, -0.33], [0.42, 0.37, 0.44], [0.19, 0.30, 0.43], [-0.35, 0.14, -0.01], [-0.34, -0.92, -0.06]]
}

[2]
{
  "formula": "C16H28N2O3P2Pb",
  "method": "wB97M-V/def2-TZVPD",
  "homo_ev": [-7.51, -9.36],
  "e_lumo_ev": [-3.0, -3.0],
  "total_charge": 1,
  "homo_lumo_gap_ev": [4.5, 6.3],
  "s_squared": 0.77,
  "multiplicity": 2,
  "symbols": ["Pb", "P", "C", "C", "N", "C", "C", "C", "C", "C", "P", "H", "H", "H", "H", "H", "H", "H", "H", "O", "H", "H", "O", "H", "C", "H", "H", "H", "C", "H", "H", "H", "C", "H", "H", "H", "C", "H", "H", "H", "O", "N", "C", "C", "C", "C", "C", "H", "H", "H", "H", "H"],
  "positions_angstrom": [[0.044, 0.122, 0.015], [2.166, -1.084, 0.264], [2.331, -1.496, -1.522], [1.059, -1.796, -2.280], [-0.086, -1.278, -1.831], [-1.273, -1.447, -2.416], [-1.343, -2.226, -3.566], [-0.178, -2.787, -4.085], [1.036, -2.565, -3.437], [-2.488, -0.827, -1.768], [-2.207, 0.696, -0.754], [1.959, -2.985, -3.822], [-2.301, -2.388, -4.048], [-0.215, -3.393, -4.987], [-3.233, -0.555, -2.536], [-2.965, -1.600, -1.130], [2.827, -0.631, -2.034], [3.040, -2.338, -1.597], [1.796, 3.818, -2.432], [2.573, 3.691, -2.987], [2.356, 4.016, -3.870], [-1.541, 4.894, -0.351], [-1.177, 5.664, -0.812], [-1.605, 6.440, -0.424], [-2.298, 2.036, -1.937], [-3.288, 1.996, -2.420], [-2.199, 3.024, -1.451], [-1.533, 1.978, -2.730], [-3.622, 0.825, 0.324], [-3.591, 1.743, 0.934], [-4.526, 0.868, -0.306], [-3.730, -0.028, 1.014], [2.113, -2.683, 1.092], [3.040, -3.225, 0.840], [2.069, -2.579, 2.190], [1.259, -3.312, 0.782], [3.682, -0.261, 0.714], [3.721, -0.019, 1.790], [4.520, -0.940, 0.488], [3.845, 0.676, 0.153], [-0.806, -0.998, 1.705], [-0.693, -0.070, 2.754], [-1.854, 0.554, 3.191], [-1.726, 1.430, 4.272], [-0.511, 1.520, 4.964], [0.589, 0.804, 4.529], [0.489, -0.003, 3.395], [-2.702, -0.143, 3.276], [-2.571, 2.010, 4.680], [-0.453, 2.158, 5.852], [1.556, 0.837, 5.045], [1.396, -0.569, 3.080]],
  "forces_ev_per_angstrom": [[1.49, 4.17, 1.50], [0.95, -2.65, 0.33], [1.09, 0.27, -0.60], [-0.18, -0.47, -0.30], [-0.07, 0.18, 0.68], [0.15, -0.26, -0.50], [-0.06, 0.01, -0.14], [0.00, 0.22, 0.31], [0.06, -0.10, -0.07], [-1.07, -0.04, -0.35], [-2.62, -1.01, -0.59], [-0.11, 0.02, 0.03], [0.12, 0.02, 0.03], [0.00, 0.12, 0.19], [0.22, -0.39, 0.07], [0.22, 0.47, -0.15], [-0.32, -0.54, 0.44], [-0.28, 0.24, -0.22], [0.01, 0.18, -0.20], [0.06, -0.22, -0.07], [-0.09, 0.02, 0.31], [0.09, 0.48, 0.04], [-0.16, -0.20, 0.06], [0.09, -0.28, -0.05], [-0.30, 0.76, -0.64], [0.27, 0.14, 0.05], [-0.01, -0.51, -0.15], [-0.19, -0.12, 0.43], [-1.54, 0.16, 0.05], [0.20, -0.38, -0.28], [0.04, 0.05, 0.28], [0.38, 0.32, -0.38], [1.03, -1.06, 0.19], [-0.26, -0.13, 0.26], [-0.05, 0.10, -0.51], [0.24, 0.54, 0.02], [1.15, 0.28, 0.11], [-0.20, -0.17, -0.44], [-0.11, 0.27, 0.11], [-0.26, -0.38, 0.17], [0.02, 0.67, 0.28], [0.35, -1.45, -1.13], [-1.16, -0.36, 0.72], [1.11, 0.31, 1.11], [-1.87, 1.60, 0.32], [1.55, -1.66, -1.55], [1.63, 0.98, 2.09], [-0.12, 0.48, -0.76], [0.25, -0.72, -0.41], [0.05, -0.21, -0.43], [-0.49, 0.00, -0.20], [-1.28, 0.28, -0.09]]
}

[3]
{
  "formula": "C39H106N12O17",
  "method": "wB97M-V/def2-TZVPD",
  "homo_ev": -8.55,
  "e_lumo_ev": 0.2,
  "de_lowest_ev": 4.9472,
  "homo_lumo_gap_ev": 8.7,
  "smiles": "COCCNCCOC.COCCNCCOC.COCCNCCOC.COCCNCCOC.COCCNCCOC.COCCNCCOC.NC(N)=O.NC(N)=O.NC(N)=O.O.O",
  "symbols": ["C", "O", "C", "C", "N", "C", "C", "O", "C", "H", "H", "H", "H", "H", "H", "H", "H", "H", "H", "H", "H", "H", "H", "H", "C", "O", "C", "C", "N", "C", "C", "O", "C", "H", "H", "H", "H", "H", "H", "H", "H", "H", "H", "H", "H", "H", "H", "H", "C", "O", "C", "C", "N", "C", "C", "O", "C", "H", "H", "H", "H", "H", "H", "H", "H", "H", "H", "H", "H", "H", "H", "H", "C", "O", "C", "C", "N", "C", "C", "O", "C", "H", "H", "H", "H", "H", "H", "H", "H", "H", "H", "H", "H", "H", "H", "H", "C", "O", "C", "C", "N", "C", "C", "O", "C", "H", "H", "H", "H", "H", "H", "H", "H", "H", "H", "H", "H", "H", "H", "H", "C", "O", "C", "C", "N", "C", "C", "O", "C", "H", "H", "H", "H", "H", "H", "H", "H", "H", "H", "H", "H", "H", "H", "H", "N", "C", "N", "O", "H", "H", "H", "H", "N", "C", "N", "O", "H", "H", "H", "H", "N", "C", "N", "O", "H", "H", "H", "H", "O", "H", "H", "O", "H", "H"],
  "positions_angstrom": [[4.475, -2.569, -4.955], [3.309, -2.835, -4.220], [2.560, -3.936, -4.688], [1.993, -3.745, -6.081], [1.051, -2.624, -6.030], [0.563, -2.196, -7.334], [-0.700, -1.410, -6.915], [-0.555, -0.397, -5.923], [0.417, 0.583, -6.292], [5.116, -3.434, -5.131], [5.030, -1.840, -4.360], [4.302, -1.996, -5.873], [1.742, -4.134, -3.996], [3.159, -4.856, -4.702], [1.536, -4.643, -6.503], [2.778, -3.490, -6.809], [1.558, -1.902, -5.534], [0.202, -2.920, -8.063], [1.297, -1.553, -7.835], [-1.441, -2.107, -6.521], [-1.212, -1.138, -7.852], [0.423, 1.258, -5.441], [0.193, 1.056, -7.254], [1.367, 0.087, -6.508], [-2.744, -5.825, -4.039], [-1.887, -4.746, -3.703], [-2.411, -3.973, -2.654], [-1.366, -2.893, -2.336], [-1.813, -1.824, -1.431], [-2.904, -1.007, -2.010], [-2.568, -0.418, -3.419], [-3.469, 0.664, -3.621], [-3.039, 1.460, -4.724], [-2.560, -6.640, -3.332], [-2.310, -6.237, -4.952], [-3.757, -5.427, -4.091], [-2.620, -4.544, -1.743], [-3.323, -3.505, -3.046], [-1.011, -2.492, -3.284], [-0.619, -3.406, -1.726], [-2.104, -2.049, -0.491], [-3.053, -0.127, -1.386], [-3.805, -1.621, -2.066], [-2.864, -1.143, -4.191], [-1.506, -0.301, -3.648], [-3.831, 2.174, -4.953], [-2.875, 0.954, -5.678], [-2.137, 1.985, -4.408], [-5.434, 6.775, 1.272], [-3.999, 6.782, 1.169], [-3.432, 6.072, 0.112], [-1.964, 5.686, 0.430], [-1.253, 6.809, 1.081], [-1.069, 7.995, 0.233], [0.025, 8.891, 0.746], [0.351, 9.792, -0.279], [1.346, 10.746, 0.043], [-5.678, 7.833, 1.375], [-5.552, 6.371, 2.279], [-5.903, 6.224, 0.462], [-3.348, 6.753, -0.746], [-3.984, 5.195, -0.238], [-1.445, 5.407, -0.490], [-1.977, 4.775, 1.033], [-2.032, 7.132, 1.652], [-2.029, 8.511, 0.164], [-0.723, 7.749, -0.776], [0.906, 8.337, 1.091], [-0.266, 9.500, 1.615], [1.508, 11.340, -0.853], [2.211, 10.309, 0.545], [0.944, 11.471, 0.765], [0.861, -4.043, 4.380], [0.520, -4.972, 3.390], [0.756, -4.435, 2.106], [0.562, -5.554, 1.092], [-0.831, -6.018, 0.975], [-0.933, -6.872, -0.207], [-2.085, -7.858, -0.102], [-3.368, -7.270, -0.188], [-4.306, -7.785, -1.098], [1.937, -3.997, 4.582], [0.371, -4.318, 5.315], [0.494, -3.046, 4.116], [1.822, -4.181, 2.093], [0.142, -3.549, 1.910], [1.248, -6.389, 1.233], [0.906, -5.158, 0.122], [-1.454, -5.233, 0.824], [-0.057, -7.517, -0.303], [-1.039, -6.279, -1.121], [-1.997, -8.471, 0.799], [-1.942, -8.560, -0.935], [-3.872, -8.252, -1.983], [-4.877, -6.896, -1.384], [-5.106, -8.412, -0.691], [-2.483, -3.722, 4.967], [-2.389, -2.316, 4.951], [-3.414, -1.608, 5.650], [-3.546, -0.166, 5.144], [-2.317, 0.501, 4.782], [-2.427, 1.802, 4.116], [-2.926, 1.565, 2.687], [-1.888, 1.006, 1.881], [-2.266, 0.415, 0.676], [-3.391, -4.215, 4.609], [-2.175, -4.108, 5.944], [-1.724, -4.144, 4.304], [-3.131, -1.614, 6.710], [-4.330, -2.201, 5.587], [-3.989, 0.257, 6.051], [-4.338, -0.278, 4.391], [-1.811, -0.141, 4.182], [-1.446, 2.258, 4.233], [-3.136, 2.401, 4.690], [-3.317, 2.468, 2.202], [-3.760, 0.859, 2.643], [-2.772, 1.054, -0.053], [-2.843, -0.513, 0.767], [-1.337, 0.080, 0.219], [0.341, 2.432, -2.522], [1.357, 1.537, -2.183], [0.983, 0.345, -1.487], [2.194, -0.381, -0.852], [3.186, 0.439, -0.107], [2.595, 1.220, 1.003], [1.979, 0.276, 2.060], [3.018, -0.099, 2.943], [2.729, -1.357, 3.530], [-0.197, 2.909, -1.695], [-0.281, 1.933, -3.269], [0.803, 3.282, -3.031], [0.503, -0.422, -2.098], [0.284, 0.623, -0.696], [2.820, -0.695, -1.693], [1.924, -1.303, -0.341], [3.567, 1.038, -0.832], [1.787, 1.907, 0.730], [3.379, 1.827, 1.456], [1.495, -0.575, 1.572], [1.198, 0.781, 2.602], [2.064, -1.236, 4.392], [3.656, -1.781, 3.919], [2.282, -2.043, 2.809], [3.749, -1.244, 7.306], [4.210, -0.036, 6.861], [3.608, 1.081, 7.342], [5.059, 0.009, 5.983], [2.842, -1.329, 7.728], [4.183, -1.918, 6.694], [3.404, 1.915, 6.827], [3.134, 0.941, 8.219], [5.354, 4.686, -0.580], [4.598, 3.708, -1.118], [3.261, 3.967, -1.147], [5.009, 2.597, -1.425], [6.330, 4.467, -0.480], [4.880, 5.359, -0.008], [2.801, 3.102, -1.393], [2.853, 4.727, -0.636], [0.482, 2.963, 2.549], [1.528, 2.791, 3.390], [2.443, 3.790, 3.362], [1.642, 1.737, 4.012], [0.628, 3.733, 1.916], [-0.157, 2.239, 2.243], [2.206, 4.684, 2.976], [3.369, 3.523, 3.659], [5.238, 1.399, 3.541], [4.579, 0.688, 3.540], [5.675, 1.334, 2.684], [5.855, -0.239, 1.200], [4.912, -0.174, 0.983], [6.272, -0.499, 0.375]],
  "forces_ev_per_angstrom": [[0.52, 1.22, 0.35], [-0.41, -0.24, -0.04], [0.05, -1.10, -0.52], [0.05, 1.01, -0.40], [0.59, -2.11, -0.35], [-0.78, 2.03, 1.90], [-0.86, -0.47, -1.05], [0.32, -0.24, -1.33], [-0.37, -0.87, -0.19], [-0.21, -0.18, -0.08], [0.15, -0.27, 0.22], [-0.29, -0.50, -0.33], [-0.01, 0.37, 0.11], [0.32, 0.09, 0.12], [-0.26, -0.09, 0.45], [0.39, -0.24, 0.15], [-0.36, 0.43, -0.19], [0.36, -0.66, 0.49], [-0.08, -0.03, -0.32], [0.41, -0.25, 0.48], [0.16, 1.20, 0.07], [0.48, 0.27, -0.30], [-0.49, 0.38, 0.22], [0.32, 0.26, 0.64], [1.62, 0.07, 0.10], [0.28, -0.27, 0.18], [0.17, 0.97, -0.46], [-0.74, -0.74, 1.84], [-0.46, 1.31, -1.48], [1.07, 0.20, -0.68], [-1.52, -1.89, 0.09], [0.95, 0.38, -0.48], [-0.58, 0.50, 0.28], [-0.80, 0.09, 0.41], [-0.67, 0.27, -0.43], [-0.24, -0.67, -0.23], [-0.19, -0.24, -0.07], [-0.26, -0.02, 0.37], [0.40, 0.09, 0.20], [0.66, 0.01, -0.73], [0.33, -0.85, -0.11], [-0.30, -0.37, -0.10], [-0.36, 0.44, -0.12], [0.16, -0.35, 0.05], [0.06, 0.95, 0.53], [0.02, 0.16, 0.38], [0.23, -0.63, 0.32], [0.14, 0.17, -0.36], [1.69, 0.62, 1.33], [0.03, -0.50, 0.07], [1.24, 0.32, -1.50], [-0.36, 0.22, -0.29], [-0.84, -0.36, 0.18], [0.13, -0.53, -0.48], [0.25, 1.05, 0.97], [0.40, -0.01, -0.76], [-1.22, 0.38, 0.69], [-0.67, -0.10, -0.59], [-0.92, -0.47, -0.30], [-0.23, 0.12, 0.12], [-0.33, -0.06, -0.21], [-0.24, -0.05, 0.38], [-0.14, 0.10, -0.17], [0.28, 0.27, 0.51], [0.59, -0.06, 1.00], [0.20, 0.40, -0.29], [-0.29, -0.34, -0.06], [-0.01, -0.33, -0.29], [-0.33, -0.24, 0.18], [0.61, -0.37, -0.10], [0.33, -0.12, -0.57], [-0.11, -0.04, 0.18], [-0.24, 0.30, 0.62], [-0.45, 0.10, 0.11], [0.88, -1.60, 0.21], [-0.52, 1.04, -0.82], [0.92, -0.40, -0.19], [-1.00, -0.29, 0.55], [0.01, -0.81, -0.77], [0.32, 0.17, 0.38], [-0.76, 1.03, -0.14], [0.10, 0.00, -0.27], [0.01, -0.17, -0.06], [0.09, 0.07, 0.06], [-0.04, 0.46, -0.40], [-0.09, 0.02, -0.04], [-0.26, -0.13, 0.66], [-0.02, 0.28, -0.12], [0.07, 0.14, 0.24], [0.23, 0.25, 0.10], [0.12, -0.06, -0.24], [0.00, 0.26, 0.24], [-0.19, -0.04, -0.13], [0.15, -0.04, 0.05], [0.10, -0.05, -0.54], [0.58, -0.53, 0.48], [1.17, -0.60, 0.10], [-0.49, 0.06, -0.92], [1.60, -0.88, 0.45], [-1.01, -1.02, 0.77], [0.02, -0.86, 0.39], [-0.59, -1.44, 0.17], [-0.12, 0.48, -0.78], [0.32, 0.48, 0.73], [0.61, -0.54, -0.38], [-0.55, 0.66, 0.31], [-0.50, -0.06, 0.24], [0.11, 0.43, -0.19], [0.05, 0.11, 0.08], [-0.34, 0.47, -0.21], [-0.19, 0.81, -0.39], [0.12, 0.75, -0.43], [0.32, 0.12, 0.07], [-0.05, 0.25, -0.62], [-0.10, 0.12, -0.20], [0.21, 0.26, 0.04], [-0.10, -0.04, 0.50], [-0.09, 0.48, 0.45], [-0.40, 0.21, 0.55], [-0.03, 0.12, -0.13], [0.17, 0.16, -0.90], [1.18, -0.59, 0.69], [0.00, -0.10, 1.16], [1.52, 0.99, -1.28], [-1.50, -0.13, 0.26], [-0.35, -0.79, 0.01], [0.64, 0.55, -1.23], [-0.49, -1.69, -0.54], [0.42, 0.36, 0.61], [-0.28, -0.67, 0.28], [-0.69, 0.25, 0.30], [0.25, -0.16, -0.09], [-0.25, 0.34, -0.43], [-0.16, 0.06, 0.00], [-0.27, -0.39, -0.17], [-0.38, 0.20, 0.16], [0.44, 0.35, 0.41], [0.07, 0.02, -0.60], [0.03, -0.09, 0.13], [0.42, -0.33, -0.08], [-0.09, -0.50, -0.21], [-0.25, 0.04, -0.09], [0.11, 0.05, -0.16], [0.03, -0.01, -0.04], [0.76, 0.21, 0.34], [0.31, 0.74, -2.18], [-0.60, -0.20, 1.83], [-0.13, -0.24, 0.49], [-0.03, -0.31, -0.29], [-0.56, -0.67, 0.45], [0.44, -0.15, -0.37], [-0.31, 0.41, -0.18], [0.52, 0.39, -0.36], [-0.48, -1.07, 1.12], [0.16, -0.35, -0.70], [0.43, 0.37, -0.65], [-0.06, 0.21, 0.35], [0.50, 0.21, 0.08], [-0.93, 0.31, 0.19], [-0.28, -0.17, -0.08], [-0.70, 1.68, -0.80], [-0.38, -2.05, 0.34], [0.35, 0.00, 0.46], [0.22, 2.10, 1.56], [-0.52, -0.14, -0.26], [0.17, -0.09, 0.45], [0.33, 0.04, 0.00], [0.10, 0.29, 0.08], [0.02, 0.69, -0.09], [0.15, 0.25, -0.01], [0.02, -0.30, -0.01], [0.11, -0.07, 0.13], [-0.15, 0.01, -0.23], [-0.01, 0.08, -0.06]]
}

Number 1: energy -308.74720 hartree. Number 2: energy -1836.86440 hartree. Number 3: energy -3485.37230 hartree.